This record from the OMol25 dataset describes a structure of composition C19H30N2O6S4 at a distorted geometry. The level of theory is ωB97M-V with the def2-TZVPD basis set.

The geometry in XYZ format:
```
61
C19H30N2O6S4 ωB97M-V with the def2-TZVPD basis set
C 0.73414 2.83660 4.13857
C 0.91691 3.12285 2.56600
O 1.88510 2.57224 1.98813
O 0.04975 4.00509 1.85285
C -0.95797 3.16715 1.19911
C -0.64831 2.93117 -0.37909
C -1.76514 3.59946 -1.34245
C -2.13729 2.53572 -2.51371
C -3.60018 1.91635 -2.20008
C -3.57367 0.31379 -2.03803
C -2.56936 -0.19128 -0.86769
C -3.16838 -1.46152 -0.07628
C -2.32551 -2.82718 -0.27059
S -1.65954 -3.07859 -2.00151
O -3.40562 -3.84367 -0.12188
S -3.52721 -3.95657 1.58062
O -3.49947 -5.37824 2.10661
O -4.70328 -3.23047 2.19346
O -2.08119 -3.19824 2.10368
C -1.29925 -3.29239 0.86982
C 0.22580 -2.82758 0.84556
C 0.47480 -1.24039 0.88441
C 1.47893 -0.76174 -0.30935
S 3.10017 -1.65838 -0.30820
C 4.50910 -0.48765 -0.12485
S 4.31357 0.90339 0.77929
N 5.80429 -0.80078 -0.74390
C 7.10183 -0.48970 -0.15974
C 8.27716 -0.98558 -1.01971
N 7.57806 -1.58779 -2.17188
C 6.15377 -1.46568 -1.99195
H 0.26337 1.81181 4.30779
H 1.71363 2.96906 4.71503
H -0.01829 3.62669 4.51615
H -1.99954 3.61851 1.33555
H -0.96310 2.14479 1.71883
H 0.37857 3.35439 -0.67220
H -0.61560 1.79876 -0.54962
H -1.38415 4.56909 -1.84092
H -2.67684 3.87992 -0.69968
H -2.15622 3.08381 -3.52603
H -1.39328 1.66999 -2.58145
H -4.12067 2.38959 -1.29684
H -4.25908 2.15808 -3.11500
H -4.66607 0.00018 -1.81251
H -3.31828 -0.20448 -3.04029
H -2.53633 0.68046 -0.10439
H -1.49312 -0.35349 -1.24564
H -3.34732 -1.17129 1.01193
H -4.20672 -1.66950 -0.54171
H -0.31905 -3.42887 -1.94539
H -1.20496 -4.44104 0.72397
H 0.76362 -3.28969 1.75031
H 0.70984 -3.30657 -0.08400
H -0.50312 -0.62708 0.88070
H 1.00083 -0.97337 1.87728
H 0.93651 -1.06613 -1.28678
H 1.64180 0.36457 -0.22275
H 7.27389 0.04637 0.83948
H 9.39655 -0.91855 -0.80943
H 5.42110 -1.85643 -2.76958
```

Calculated values
HOMO (eV): -8.71
E (eV): -78786.2057
HOMO-LUMO gap (eV): 7.70
Net charge: 0
Multiplicity: 1

Atomic partial charges in e from the natural (NBO) method, atoms 1 to 6: number 1, C, carries -0.736; number 2, C, carries 0.808; number 3, O, carries -0.563; number 4, O, carries -0.553; number 5, C, carries -0.074; number 6, C, carries -0.444

***

This record from the OMol25 dataset describes a cluster of 2 separate species, C4H15N2O in total at a distorted geometry. The level of theory is ωB97M-V with the def2-TZVPD basis set.

The geometry in XYZ format:
```
22
C4H15N2O ωB97M-V with the def2-TZVPD basis set
C -1.50387 -1.36664 0.99239
C -0.44525 -0.38103 0.45709
C -1.04523 0.55076 -0.57133
C -0.07981 1.39390 -1.39352
N 0.88183 2.14577 -0.52777
N 0.14640 0.42882 1.61973
H -2.48594 -0.92958 0.77490
H -1.47045 -1.54110 2.05989
H -1.45143 -2.24528 0.35386
H 0.40735 -0.94790 0.09815
H -1.59623 -0.06200 -1.30042
H -1.86915 1.08712 -0.10700
H -0.58876 2.02092 -2.11502
H 0.50362 0.65504 -1.95045
H 1.19188 3.00923 -0.97699
H 1.75325 1.62551 -0.61537
H -0.51377 0.54117 2.40872
H 0.34865 1.35372 1.24380
H 0.98629 0.00482 2.11750
H 2.78689 -1.87946 -1.05932
H 2.01457 -3.18811 -0.90688
O 2.02917 -2.27567 -0.60198
```

Calculated values
HOMO (alpha / beta) (eV): -2.76 / -10.31
E (eV): -9415.5816
Energy relative to the best compared isomer or geometry (same formula, charge and spin) (kcal per mole): 37.0
HOMO-LUMO gap (alpha / beta) (eV): 3.42 / 10.76
<S²>: 0.75
Net charge: 0
Multiplicity: 2

Atomic partial charges in e from the natural (NBO) method, atoms 1 to 6: number 1, C, carries -0.641; number 2, C, carries -0.156; number 3, C, carries -0.432; number 4, C, carries -0.230; number 5, N, carries -0.877; number 6, N, carries -1.051

***

This record from the OMol25 dataset describes the ion C3H5N2S with charge +1 at a distorted geometry. The level of theory is ωB97M-V with the def2-TZVPD basis set.

The geometry in XYZ format:
```
11
C3H5N2S ωB97M-V with the def2-TZVPD basis set
C -1.22776 1.21004 -0.13559
N -1.22225 0.03039 0.49090
C -0.22414 -0.91659 0.55458
N 0.66605 -0.79533 -0.35381
C 1.89860 -0.55547 -0.73695
S 2.74937 0.54462 0.24439
H -0.35616 1.72554 -0.44244
H -2.22788 1.66849 -0.14377
H -2.06761 -0.23265 1.12857
H -0.39399 -1.81053 1.12106
H 2.40578 -0.86850 -1.72695
```

Calculated values
HOMO (alpha / beta) (eV): -12.56 / -12.56
E (eV): -16996.7951
Energy relative to the best compared isomer or geometry (same formula, charge and spin) (kcal per mole): 80.0
HOMO-LUMO gap (alpha / beta) (eV): 5.50 / 5.50
SMILES string: C=[NH+]/C=N/C=S
Net charge: +1
Multiplicity: 1

Atomic partial charges in e from the natural (NBO) method, atoms 1 to 6: number 1, C, carries 0.161; number 2, N, carries -0.457; number 3, C, carries 0.277; number 4, N, carries -0.351; number 5, C, carries -0.081; number 6, S, carries -0.026

***

This record from the OMol25 dataset describes a cluster of 7 separate species, C31H77BFO9P in total. The level of theory is ωB97M-V with the def2-TZVPD basis set.

The geometry in XYZ format:
```
120
C31H77BFO9P ωB97M-V with the def2-TZVPD basis set
C -1.32397 3.82394 2.54832
C 0.06835 4.28877 2.12605
C 0.58886 3.71451 0.80617
C 0.29307 2.23341 0.55575
C -1.10571 1.92186 0.00301
C -1.11629 0.75821 -1.00084
B -0.36532 -0.51413 -0.45963
F -0.78664 -1.11222 0.67072
C 0.90585 -1.08295 -1.19664
C 2.02332 -1.60055 -0.25466
C 2.40417 -3.05929 -0.56062
P 3.49481 -3.80735 0.63767
O 3.91213 -5.16698 0.25767
O 2.72645 -3.71537 2.03334
C 2.80491 -4.84456 2.93239
C 2.66063 -4.34089 4.35427
O 4.69912 -2.76396 0.75764
C 5.42940 -2.70786 1.99775
C 6.69476 -1.87079 1.79451
H -1.69624 4.45357 3.35472
H -1.33661 2.79374 2.89803
H -2.03304 3.93744 1.73006
H 0.77371 4.10089 2.93584
H 0.02161 5.37599 2.02431
H 0.24539 4.30344 -0.04457
H 1.67737 3.81977 0.81648
H 0.49647 1.64688 1.45508
H 1.02555 1.89078 -0.18434
H -1.53505 2.81602 -0.44903
H -1.76439 1.66106 0.83420
H -2.14608 0.52388 -1.26337
H -0.62258 1.09290 -1.91543
H 1.28778 -0.31214 -1.86225
H 0.55755 -1.89697 -1.84144
H 1.71334 -1.51677 0.78540
H 2.90645 -0.98335 -0.40069
H 2.90216 -3.10519 -1.52737
H 1.50633 -3.67562 -0.58341
H 1.99664 -5.52897 2.68691
H 3.75041 -5.36601 2.81725
H 2.65261 -5.20947 5.01196
H 1.74975 -3.76475 4.48064
H 3.52555 -3.73748 4.62527
H 5.68917 -3.71548 2.32021
H 4.79709 -2.24667 2.75313
H 6.74986 -1.08430 2.53991
H 6.67752 -1.43725 0.79880
H 7.57961 -2.49867 1.86553
C -4.67926 -2.92570 -3.45032
C -3.31777 -2.75568 -2.79678
C -3.21268 -3.54806 -1.50246
O -3.05711 -1.37297 -2.55470
H -5.46094 -2.55308 -2.78236
H -4.73299 -2.35023 -4.37546
H -4.88690 -3.97251 -3.67777
H -2.53692 -3.08008 -3.48628
H -3.96159 -3.20165 -0.78517
H -2.23130 -3.41216 -1.04624
H -3.37110 -4.61330 -1.67632
H -3.73193 -1.04940 -1.94753
C -8.34251 -1.67783 -3.70061
C -8.52621 -1.71529 -2.19204
C -9.94914 -1.36934 -1.78257
O -7.59270 -0.83958 -1.55637
H -8.54371 -0.67523 -4.08863
H -7.31441 -1.92621 -3.95969
H -9.00987 -2.37865 -4.20383
H -8.27614 -2.71119 -1.82315
H -10.20069 -0.35570 -2.10657
H -10.05534 -1.40724 -0.69852
H -10.66781 -2.05843 -2.22780
H -7.78096 0.05563 -1.85515
C 8.56853 3.26530 4.00141
C 8.64361 1.81244 3.55821
C 9.71182 1.60108 2.49621
O 7.37316 1.36668 3.08387
H 8.30703 3.90648 3.15512
H 7.80075 3.39345 4.76434
H 9.52248 3.60587 4.40591
H 8.86170 1.18184 4.42114
H 9.48344 2.19349 1.60595
H 9.75131 0.55374 2.19625
H 10.69658 1.89693 2.86001
H 7.14065 1.89976 2.31707
C 5.44002 -6.91813 -2.67999
C 4.40739 -6.35674 -3.64397
C 3.00881 -6.43857 -3.05750
O 4.47205 -7.02911 -4.90474
H 5.23669 -7.97501 -2.48411
H 6.44116 -6.84573 -3.10693
H 5.41800 -6.38447 -1.72849
H 4.64740 -5.31536 -3.86366
H 2.73178 -7.47968 -2.86879
H 2.27429 -6.02415 -3.75052
H 2.95579 -5.89372 -2.11328
H 4.26729 -7.95565 -4.74718
C -2.68864 7.90618 4.92570
C -3.50495 7.54662 3.69344
C -4.79289 8.35221 3.61619
O -3.78533 6.14835 3.66957
H -3.25611 7.68490 5.83395
H -1.76888 7.32179 4.95858
H -2.42899 8.96562 4.93465
H -2.90880 7.73117 2.79867
H -5.42240 8.14445 4.48593
H -5.35910 8.08265 2.72470
H -4.58973 9.42363 3.58973
H -4.31374 5.93889 4.44610
C -3.01654 2.43119 -4.35554
C -3.55460 3.18941 -3.15246
C -4.81494 3.97070 -3.49177
O -2.55614 4.05739 -2.61820
H -2.74960 3.12904 -5.15461
H -2.12008 1.87355 -4.08467
H -3.75542 1.72979 -4.74522
H -3.77170 2.48193 -2.35036
H -4.60320 4.71496 -4.26451
H -5.18508 4.50006 -2.61353
H -5.60223 3.31121 -3.86010
H -2.32846 4.70637 -3.29098
```

Calculated values
HOMO (eV): -9.69
E (eV): -64510.2665
Energy relative to the best compared isomer or geometry (same formula, charge and spin) (kcal per mole): 0.0
HOMO-LUMO gap (eV): 10.23
SMILES string: CCCCCCB(F)CCCP(=O)(OCC)OCC.CC(C)O.CC(C)O.CC(C)O.CC(C)O.CC(C)O.CC(C)O
Net charge: 0
Multiplicity: 1

Atomic partial charges in e from the Löwdin method, atoms 1 to 6: number 1, C, carries -0.110; number 2, C, carries -0.255; number 3, C, carries -0.213; number 4, C, carries -0.203; number 5, C, carries -0.213; number 6, C, carries -0.103

***

This record from the OMol25 dataset describes an isolated molecule of C4H8O2 at a distorted geometry. The level of theory is ωB97M-V with the def2-TZVPD basis set.

The geometry in XYZ format:
```
14
C4H8O2 ωB97M-V with the def2-TZVPD basis set
C -0.43059 -0.01899 -1.84602
O 0.62318 0.28006 -0.94769
C 0.13637 0.75879 0.27862
C -0.71985 -0.21956 1.03127
C 0.72746 -0.01326 1.42698
O 1.74384 -0.90629 1.14338
H -1.01433 0.88178 -2.08122
H -1.11499 -0.76313 -1.42009
H 0.01440 -0.42276 -2.75656
H -0.08215 1.82904 0.24532
H -1.04055 -1.14122 0.55540
H -1.42226 0.24182 1.72150
H 0.70445 0.30505 2.46288
H 1.87504 -0.81134 0.18623
```

Calculated values
HOMO (eV): -9.24
E (eV): -8370.6362
Energy relative to the best compared isomer or geometry (same formula, charge and spin) (kcal per mole): 61.0
HOMO-LUMO gap (eV): 10.24
SMILES string: CO[C@H]1C[C@H]1O
Net charge: 0
Multiplicity: 1

Atomic partial charges in e from the natural (NBO) method, atoms 1 to 6: number 1, C, carries -0.245; number 2, O, carries -0.544; number 3, C, carries 0.044; number 4, C, carries -0.489; number 5, C, carries 0.080; number 6, O, carries -0.691

***

This record from the OMol25 dataset describes a structure of composition C14H28AsFeN4SSe4Si2 at a distorted geometry. The level of theory is ωB97M-V with the def2-TZVPD basis set.

The geometry in XYZ format:
```
55
C14H28AsFeN4SSe4Si2 ωB97M-V with the def2-TZVPD basis set
Fe 0.14090 -1.63564 0.84827
C 3.17172 0.69781 2.55341
C 2.33136 -0.12938 1.63398
N 1.03928 -0.16150 1.70067
N 0.38470 0.56761 2.64106
C -0.93815 0.32711 2.84371
N -1.58440 1.19723 3.66435
S -1.70599 -0.90590 2.04064
C 2.85135 -1.00132 0.59020
C 4.17569 -1.01066 0.16609
C 4.54536 -1.82623 -0.88309
C 3.57570 -2.60210 -1.50174
C 2.27870 -2.54578 -1.02786
N 1.91946 -1.79012 0.00846
H 2.88502 0.50673 3.59160
H 4.22274 0.44080 2.46198
H 3.06871 1.76818 2.35292
H 0.89195 1.26606 3.16454
H -1.05634 1.65883 4.38939
H -2.50346 0.89618 3.94708
H 4.90006 -0.37759 0.65835
H 5.56989 -1.85024 -1.22914
H 3.81296 -3.24513 -2.33639
H 1.49273 -3.12963 -1.48733
Se 1.01761 -2.97015 2.73816
Se -0.41000 -4.42137 3.57905
Se -2.04303 -4.49447 1.62754
Se -0.73071 -3.64308 0.06110
C -2.90118 -0.36152 -3.40535
Si -2.87161 -0.34376 -1.52450
C -3.78370 -1.86051 -0.90290
C -3.76419 1.18142 -0.86974
As -0.58033 -0.41138 -0.99399
Si -0.00277 1.84292 -1.05895
C 1.88243 2.01468 -1.04724
C -0.67182 3.00111 0.28236
C -0.55729 2.54809 -2.71793
H -3.91938 -0.41565 -3.80086
H -2.34542 -1.23156 -3.75864
H -2.41975 0.52795 -3.81425
H -4.84359 -1.80547 -1.16674
H -3.70890 -1.95286 0.18284
H -3.36910 -2.77006 -1.33977
H -4.80655 1.19063 -1.20093
H -3.29338 2.10564 -1.20731
H -3.75610 1.17221 0.22273
H 2.30850 1.88880 -0.04966
H 2.17232 3.00420 -1.41037
H 2.33432 1.26535 -1.70082
H -0.11248 2.90120 1.21628
H -1.72099 2.79699 0.49877
H -0.58515 4.04166 -0.04363
H -0.28136 1.86883 -3.52606
H -0.06987 3.51033 -2.89849
H -1.63648 2.70454 -2.76182
```

Calculated values
HOMO (alpha / beta) (eV): -6.23 / -6.24
E (eV): -404137.1673
Energy relative to the best compared isomer or geometry (same formula, charge and spin) (kcal per mole): 7.5
HOMO-LUMO gap (alpha / beta) (eV): 5.44 / 4.62
<S²>: 0.77
Net charge: 0
Multiplicity: 2

Atomic partial charges in e from the natural (NBO) method, atoms 1 to 6: number 1, Fe, carries 0.113; number 2, C, carries -0.685; number 3, C, carries 0.201; number 4, N, carries -0.174; number 5, N, carries -0.433; number 6, C, carries 0.257